Record 1
Molecular formula: C10H14BFN6Pd
Method: DFT, ωB97M-V/def2-TZVPD

Each line ends with the Mulliken charge.
Element x y z (Å)
1 H 0.74434 3.04032 -2.69074  0.454
2 N 1.08574 -0.66100 -1.29382  0.283
3 H -1.51589 -2.14057 4.02013  0.148
4 C -3.09288 -0.55432 -0.30580  -0.159
5 B 0.07005 0.43506 -1.72727  0.547
6 H -2.80724 -2.91622 4.81970  0.296
7 C -3.54792 -0.54834 -1.65741  -0.446
8 C 2.53282 -1.77583 0.01623  0.127
9 C -2.41201 -0.23894 -2.42936  -0.015
10 H -1.45183 -2.56349 5.70214  0.309
11 C 1.93942 -1.30942 -2.10172  -0.025
12 C 1.44459 3.75827 -0.68725  -0.707
13 C 2.87860 -1.98360 -1.32523  -0.815
14 H 0.24918 0.60678 -2.88880  -0.090
15 N 0.39565 1.78968 -1.02887  0.323
16 N 1.45291 -0.93350 0.01283  -0.713
17 H -2.51787 -1.25000 5.26091  0.262
18 C -2.07878 -2.13747 4.94031  -1.013
19 H 2.97275 -2.10770 0.96748  0.498
20 H 1.82058 -1.27568 -3.18915  0.449
21 H -3.75685 -0.85024 0.55936  0.414
22 N -1.78657 -0.24860 -0.27257  -0.612
23 C 1.26278 3.11704 0.55976  0.127
24 H -4.55730 -0.72255 -2.00324  0.438
25 H 3.71356 -2.58058 -1.64787  0.440
26 H 1.55157 3.43150 1.55996  0.509
27 H -2.31976 -0.16098 -3.49355  0.483
28 H 1.95786 4.70037 -0.83815  0.437
29 Pd 1.75755 0.44566 1.74023  0.978
30 C 0.85431 2.90468 -1.61629  -0.104
31 N 0.66170 1.90448 0.32387  -0.792
32 F 3.87545 0.83168 2.26302  -0.507
33 N -1.37656 -0.00651 -1.54885  0.475

Output
Electronic energy = -26388.232 eV
Charge = +2
Multiplicity = 5
ΔE to the lowest compared entry with this formula, charge and spin = 233.8 kJ/mol
Frontier orbital gap (alpha / beta) = 10.522 / 3.629 eV
⟨S²⟩ = 6.049
HOMO energy (alpha / beta) = -17.1 / -15.7 eV

=====

Record 2
Molecular formula: C10H14BFN6Pd
Method: DFT, ωB97M-V/def2-TZVPD

Each line ends with the Mulliken charge.
Element x y z (Å)
1 H -0.13586 2.91712 -3.21051  0.534
2 N -0.72421 -1.54855 0.11753  0.237
3 C -1.51760 -1.20614 3.12225  -0.690
4 H -1.39263 3.42546 0.89660  0.491
5 N -0.25785 1.60264 -1.50168  0.195
6 H -1.18906 4.75309 -1.46970  0.496
7 N 1.57134 -0.29235 0.76630  0.313
8 C 2.96411 0.10131 -0.95079  0.161
9 N 1.64435 -0.00161 -0.58108  -0.087
10 N -0.48142 -1.05047 -1.16238  -0.242
11 C -0.38233 2.79217 -2.17468  -0.067
12 H 4.81217 0.16814 0.29958  0.470
13 C -1.10116 3.05999 -0.08690  -0.149
14 B 0.44463 0.13985 -1.57828  0.494
15 H -1.47513 -0.78195 4.12616  0.434
16 C -1.72310 -2.44062 0.02553  -0.173
17 N -0.83904 1.79248 -0.29318  -0.340
18 H -1.57929 -0.34481 2.38596  0.230
19 H 0.80379 0.01913 -2.71004  0.064
20 H 3.24117 0.12359 -2.01871  0.497
21 H -2.43357 -1.77640 2.92600  0.408
22 C -1.11834 -1.86073 -2.03937  0.098
23 H -2.57618 -3.48379 -1.73552  0.480
24 C 2.79996 -0.05743 1.27370  -0.144
25 H -0.71787 -2.06648 3.01130  0.430
26 Pd 0.04262 -1.12923 2.04908  0.831
27 C -1.92961 -2.73322 -1.32853  -0.901
28 H -2.27601 -2.77493 0.89055  0.497
29 H 2.98787 0.00721 2.33090  0.551
30 F 0.64531 0.59955 2.79715  -0.347
31 H -0.91659 -1.77819 -3.09461  0.522
32 C -0.92026 3.73298 -1.30008  -0.508
33 C 3.72980 0.09220 0.21743  -0.785

Output
Electronic energy = -26352.773 eV
Charge = +4
Multiplicity = 5
Frontier orbital gap (alpha / beta) = 5.806 / 4.651 eV
⟨S²⟩ = 6.060
HOMO energy (alpha / beta) = -23.9 / -23.7 eV

=====

Record 3
Molecular formula: C10H14BNO
Method: DFT, ωB97M-V/def2-TZVPD

Each line ends with the Mulliken charge.
Element x y z (Å)
1 C -3.27857 1.00057 -1.05320  -1.346
2 H 5.14186 1.32297 0.06974  0.398
3 H -2.46284 -1.26236 -0.60938  0.399
4 O -0.67216 -1.38203 0.38216  -0.567
5 C -1.97167 -0.87052 0.20388  0.076
6 C 4.32042 0.66518 -0.05042  -0.484
7 H -4.11200 0.36733 -0.71765  0.334
8 H -3.51325 2.10767 -1.06146  0.289
9 H 1.90801 -0.78239 -1.96035  0.523
10 H -3.75283 -0.52497 1.47578  0.305
11 H -2.23257 -0.91787 2.39023  0.331
12 C -1.95874 0.68606 -0.19000  0.368
13 H 2.08461 -0.69825 2.15646  0.292
14 C 2.45703 -0.42573 -1.19357  -0.514
15 H -0.73256 0.79778 -1.89221  0.207
16 C -2.80979 -1.20778 1.48858  -1.258
17 C 3.74457 0.21324 -1.22022  -0.504
18 N -0.86128 1.17110 -0.96155  -0.864
19 H 4.20451 0.68287 2.09387  0.325
20 H 4.23917 0.49390 -2.13981  0.340
21 C 1.85041 -0.63372 0.04012  0.701
22 H -3.05361 0.63251 -1.97513  0.458
23 H -3.14340 -2.20743 1.57460  0.380
24 C 2.50167 -0.27852 1.21274  -0.584
25 C 3.68563 0.37321 1.17186  -0.322
26 B 0.38108 -0.77290 0.04661  0.502
27 H -1.96371 1.45011 0.71833  0.216

Output
Electronic energy = -14807.929 eV
Charge = 0
ΔE to the lowest compared entry with this formula, charge and spin = 237.5 kJ/mol
Frontier orbital gap (alpha / beta) = 7.630 / 7.629 eV
HOMO energy (alpha / beta) = -7.3 / -7.3 eV

=====

Record 4
Molecular formula: C10H14BrN2
Method: DFT, ωB97M-V/def2-TZVPD

Each line ends with the Mulliken charge.
Element x y z (Å)
1 H 0.89212 2.80544 0.32485  0.451
2 C 0.34825 0.42049 -0.41994  -0.770
3 C 1.04183 2.08783 1.09758  -0.892
4 C -1.29884 1.87007 1.00659  -0.866
5 H 2.13724 -3.60014 0.90109  0.390
6 H 1.93840 1.50818 1.03135  0.369
7 Br -2.35740 1.61951 -2.15736  -0.095
8 H -1.22974 2.65945 0.26026  0.482
9 H 0.76911 2.62953 2.04463  0.315
10 H 2.51603 -4.33241 -1.49069  0.299
11 H -3.53173 1.59775 1.03993  0.295
12 H -2.56088 -0.58595 -0.86022  0.403
13 H 0.39704 -0.75590 -2.83389  0.292
14 H -1.25841 2.30761 1.94509  0.524
15 H 1.47036 -1.45619 1.37623  0.359
16 H 0.51241 1.00887 -1.32020  0.342
17 C 0.82570 -0.87914 -0.65233  0.941
18 C 1.77256 -2.97635 0.10239  -0.493
19 N 0.01387 1.11142 0.82099  0.188
20 C -2.61379 1.00884 0.70688  -0.340
21 C 1.86372 -3.39120 -1.23113  -0.223
22 H -2.66094 0.08007 1.27085  0.269
23 C -2.70596 0.52171 -0.63914  -0.461
24 N 1.50974 -2.56187 -2.22892  -0.514
25 H -0.06898 0.42904 1.55530  0.414
26 C 0.98408 -1.37568 -2.04263  -0.249
27 C 1.29418 -1.75098 0.39242  -0.429

Output
Electronic energy = -83608.367 eV
Charge = +1
ΔE to the lowest compared entry with this formula, charge and spin = 378.9 kJ/mol
Frontier orbital gap (alpha / beta) = 6.828 / 7.800 eV
HOMO energy (alpha / beta) = -11.8 / -11.6 eV

=====

Record 5
Molecular formula: C10H14Cl2NO4S2
Method: DFT, ωB97M-V/def2-TZVPD

Each line ends with the Mulliken charge.
Element x y z (Å)
1 H 0.95375 3.16218 -2.49901  0.452
2 H 0.27508 -2.91677 0.49029  0.322
3 C 0.04326 -0.81082 0.08485  1.076
4 C -0.62609 0.38155 0.34907  -0.679
5 H 2.53374 0.47350 -1.81252  0.293
6 C -3.65352 -5.71312 -0.15846  -0.455
7 N 2.72536 4.17653 0.29427  -0.322
8 H -1.51673 0.35562 0.97080  0.342
9 C -3.71217 -5.56381 1.33999  -0.486
10 C 0.96209 1.65206 -0.94619  0.584
11 H -1.34317 -2.44097 0.02085  0.094
12 C -0.18527 1.58656 -0.15630  -0.244
13 H -0.73434 2.48872 0.06682  0.457
14 H -2.95234 -6.49094 -0.44967  0.312
15 S 3.51635 5.38859 0.94983  0.773
16 Cl -2.09539 -5.34706 2.05614  -0.171
17 H -4.31900 -4.70896 1.62681  0.314
18 O 4.65572 5.81539 0.17079  -0.612
19 H 1.74189 -1.64841 -0.93056  0.280
20 O 1.67827 5.49040 -1.63147  -0.671
21 H -4.64186 -5.96845 -0.53758  0.304
22 C 1.49160 2.92264 -1.57647  -1.037
23 S 1.47049 4.45308 -0.64204  1.063
24 H 4.03245 4.70145 1.99102  0.037
25 O 2.68101 6.42128 1.51726  -0.595
26 C 1.63577 0.46225 -1.20120  -0.644
27 H -4.13821 -6.46464 1.77883  0.328
28 H -0.79091 -2.05473 1.64828  0.336
29 C 1.18757 -0.74360 -0.69743  -0.785
30 C -0.47213 -2.13055 0.60797  -1.180
31 O 0.21808 4.51393 0.08031  -0.661
32 H 2.53624 2.76116 -1.84209  0.346
33 Cl -3.15758 -4.20406 -0.96318  -0.170

Output
Electronic energy = -66993.753 eV
Charge = -1
Frontier orbital gap = 7.217 eV
HOMO energy = -5.3 eV

=====

Record 6
Molecular formula: C10H14ClNO4S
Method: DFT, ωB97M-V/def2-TZVPD

Each line ends with the Mulliken charge.
Element x y z (Å)
1 H 1.79302 -3.21734 -1.93150  0.292
2 O -1.71197 2.40942 2.58214  -0.315
3 C -1.40440 1.32642 1.76602  0.231
4 C -0.19186 -2.97994 0.78554  -0.602
5 H -0.03663 1.35660 -2.55178  0.375
6 C 0.13461 0.97033 -1.54408  -0.314
7 H -2.02533 0.97557 -1.50559  0.397
8 C -1.21311 0.84906 -0.78751  -0.335
9 O -1.74844 4.63721 2.24972  -0.512
10 H 0.54343 -0.03430 -1.65804  0.029
11 N 0.98459 -3.17438 -0.04947  0.200
12 C -1.40407 1.79321 0.34568  -0.005
13 H 0.85407 2.85472 -0.68648  0.267
14 H -0.96131 -3.70339 0.51431  0.295
15 O -1.18965 0.24657 2.21128  -0.468
16 H 3.02329 -3.60587 -0.17675  0.299
17 H 2.54014 -2.69930 1.26860  0.321
18 C 2.24904 -3.49460 0.57987  -0.939
19 C -1.71484 3.54135 1.79979  0.596
20 H 2.16569 -4.42876 1.13897  0.340
21 H 0.08020 -3.10475 1.83012  0.405
22 H -1.31273 -0.16387 -0.40062  -0.039
23 C 1.20027 1.85117 -0.92728  -0.511
24 C -1.61335 3.10920 0.37345  0.275
25 H -1.19150 5.20741 -0.48368  0.191
26 S -1.83942 4.15264 -0.99724  -0.217
27 H -0.59788 -1.98021 0.63997  0.026
28 H 2.02789 1.94827 -1.62747  0.438
29 C 0.85234 -3.04473 -1.38128  0.061
30 O -0.18946 -2.75725 -1.94525  -0.583
31 Cl 1.89736 1.15952 0.56853  -0.197

Output
Electronic energy = -43635.266 eV
Charge = 0
SMILES = O=C1OC(=O)C(CCCCl)=C1S.CN(C)C=O
Frontier orbital gap = 8.572 eV
HOMO energy = -9.4 eV

=====

| no. | maximum force (eV Å⁻¹) |
| --- | --- |
| 1 | 3.7 |
| 2 | 11.7 |
| 3 | 4.7 |
| 4 | 4.0 |
| 5 | 0.5 |
| 6 | 0.4 |